Here is a molecular structure, C42H36MnN7O2S2Se at a distorted geometry from OMol25. Energies are from ωB97M-V/def2-TZVPD.

The geometry in XYZ format:
```
91
Properties=species:S:1:pos:R:3:mulliken_charge:R:1
Mn 0.26836 0.07121 -0.10535 -0.69
O -4.28659 4.76501 1.31350 -0.70
C -4.62038 3.79344 0.62038 0.34
O -5.64278 3.47591 0.00352 -0.69
C -3.48760 2.72044 0.52508 -0.48
C -2.46536 2.70623 1.47092 -0.71
C -1.43873 1.80140 1.32395 0.44
N -1.39179 0.97557 0.27162 0.13
C -2.36357 0.97016 -0.64124 0.91
C -3.45240 1.81685 -0.52730 -0.93
C -2.06451 0.04624 -1.75866 0.47
C -2.98556 -0.32564 -2.72051 -0.92
C -2.59722 -1.20101 -3.71928 -0.44
C -1.29698 -1.67920 -3.72796 -0.93
C -0.43524 -1.27650 -2.72462 -0.14
N -0.79898 -0.43360 -1.75343 0.85
C -0.22986 1.70957 2.18067 -0.03
C -0.15226 2.27338 3.44591 -0.49
C 1.01751 2.14802 4.17430 -1.23
C 2.09036 1.47084 3.61228 -1.07
C 1.93590 0.93210 2.34770 -0.95
N 0.80480 1.02669 1.64172 2.36
H -2.48610 3.45434 2.25424 0.57
H -4.26461 1.82911 -1.24334 0.55
H -3.99592 0.05621 -2.67452 0.48
H -3.30192 -1.50840 -4.48068 0.46
H -0.95067 -2.36021 -4.49261 0.43
H 0.58417 -1.63540 -2.68640 0.44
H -1.01156 2.79149 3.84914 0.54
H 1.09054 2.57357 5.16735 0.57
H 3.02604 1.35132 4.14213 0.67
H 2.74518 0.39145 1.87054 0.64
S 2.45623 -0.23933 -0.92608 -0.35
C 3.17733 1.26166 -0.66611 0.16
N 4.41514 1.37693 -0.23468 0.24
C 4.93560 2.69237 0.17175 -0.73
C 4.46706 3.73504 -0.78732 -0.69
N 3.00398 3.69189 -0.83798 0.02
C 2.32172 4.99295 -0.82826 -1.13
C 2.66985 5.74840 0.43081 0.20
C 3.14486 7.05100 0.37363 -0.41
C 3.42869 7.74502 1.54410 -0.63
C 3.24836 7.13494 2.77564 -0.54
C 2.77896 5.82720 2.83774 -0.67
C 2.48857 5.13936 1.67123 0.46
C 2.36265 2.52956 -0.88788 0.49
S 0.75226 2.42078 -1.25509 -0.44
C 5.43078 0.31690 -0.38015 -1.29
C 6.34124 0.63375 -1.54183 0.50
C 7.64666 1.05822 -1.32714 -0.29
C 8.48174 1.32772 -2.40479 -0.76
C 8.01009 1.17687 -3.69993 -0.45
C 6.70122 0.76220 -3.91986 -0.80
C 5.86938 0.49141 -2.84548 -0.09
H 6.02122 2.64617 0.19384 0.47
H 4.56754 2.92325 1.17435 0.30
H 4.88269 3.55773 -1.78320 0.34
H 4.77414 4.72157 -0.44721 0.46
H 1.25283 4.81578 -0.88490 0.47
H 2.60980 5.55600 -1.71822 0.34
H 3.28473 7.53301 -0.58734 0.40
H 3.78933 8.76399 1.49081 0.40
H 3.46489 7.67688 3.68663 0.40
H 2.62835 5.35204 3.79898 0.44
H 2.09877 4.12494 1.72131 0.37
H 4.91359 -0.62329 -0.53622 0.61
H 5.99961 0.25935 0.54928 0.52
H 8.02258 1.16269 -0.31453 0.43
H 9.50046 1.64815 -2.23084 0.40
H 8.66272 1.37705 -4.53937 0.41
H 6.33396 0.63884 -4.93020 0.42
H 4.85136 0.15651 -3.01715 0.44
C -0.02198 -1.89402 4.20139 -1.10
N 1.21254 -2.05670 3.44734 0.26
C 1.30814 -2.18780 2.11468 -0.82
Se -0.07259 -2.19299 0.86512 -0.21
N 2.61423 -2.30632 1.81778 0.35
C 3.38860 -2.22946 2.96929 0.81
C 4.75738 -2.27233 3.18647 -1.09
C 5.18428 -2.14567 4.49764 -0.58
C 4.27490 -1.98888 5.55146 -0.76
C 2.90874 -1.95337 5.32929 -0.67
C 2.48726 -2.07338 4.01400 0.64
H -0.86012 -2.08451 3.53898 0.35
H -0.08866 -0.87793 4.59089 0.32
H -0.03943 -2.60385 5.02595 0.40
H 2.93785 -2.37826 0.86616 0.35
H 5.45752 -2.41526 2.37301 0.53
H 6.24310 -2.18018 4.71604 0.43
H 4.64715 -1.89882 6.56294 0.43
H 2.20647 -1.84927 6.14568 0.48
```

Output
- Total charge: +1
- Max |F|: 0.03068 Eh/bohr
- Electronic energy: -6504.57257 Eh
- Spin multiplicity: 2
- HOMO energy (alpha / beta): -9.46 / -9.46 eV



Here is 2 unconnected molecules or ions with the total composition C42H36N at a distorted geometry from OMol25. Energies are from ωB97M-V/def2-TZVPD.

The geometry in XYZ format:
```
79
Properties=species:S:1:pos:R:3:mulliken_charge:R:1
C -2.90333 2.57148 -2.42225 -0.82
C -2.99778 1.84503 -1.23355 -0.91
C -2.23924 0.68598 -1.03271 -0.20
C -1.39919 0.23021 -2.04713 -0.08
C -0.48811 -0.98941 -1.87387 4.06
C -0.87366 -1.98190 -0.75705 0.09
C -1.46985 -3.22737 -1.02060 -0.46
C -1.29334 -4.29963 -0.14076 -0.76
C -0.58283 -4.12949 1.04937 -0.99
C -0.09244 -2.86201 1.36806 -0.88
C -0.41240 -1.77529 0.54733 1.34
C -0.48198 -1.82891 -3.16810 -1.10
C -1.68266 -2.02955 -3.86783 -0.06
C -1.78111 -3.06485 -4.80538 -0.81
C -0.67180 -3.87981 -5.06619 -0.61
C 0.54736 -3.62827 -4.43327 -1.05
C 0.64275 -2.59620 -3.49448 -0.57
C 0.94925 -0.47206 -1.58536 -1.45
C 1.63490 0.21338 -2.78621 -0.79
C 2.86624 0.84796 -2.15095 -0.96
C 2.49496 1.03897 -0.67764 0.15
N 1.14952 0.49410 -0.51940 0.67
C -1.37810 0.91118 -3.27478 -0.01
C -2.09843 2.09379 -3.46021 -1.28
H -3.45474 3.50625 -2.54896 0.41
H -3.66793 2.18353 -0.44410 0.68
H -2.30765 0.13126 -0.09487 0.53
H -2.01159 -3.40277 -1.95134 0.45
H -1.68992 -5.27963 -0.40955 0.42
H -0.40896 -4.96790 1.72724 0.40
H 0.52174 -2.70732 2.25626 0.60
H -0.29811 -0.75731 0.92233 -0.94
H -2.56500 -1.42658 -3.62295 0.37
H -2.73576 -3.22824 -5.31031 0.39
H -0.76104 -4.71053 -5.76801 0.40
H 1.43486 -4.22936 -4.64617 0.42
H 1.60593 -2.41022 -3.01483 0.43
H 1.54950 -1.36660 -1.31744 0.71
H 1.87057 -0.47226 -3.60206 0.50
H 0.97434 0.99481 -3.17604 0.49
H 3.73208 0.17696 -2.19511 0.34
H 3.14295 1.78662 -2.63563 0.40
H 3.20528 0.49379 -0.03293 0.17
H 2.53481 2.08052 -0.35533 -0.07
H 0.97548 0.15559 0.41584 -0.88
H -0.80161 0.51186 -4.11624 0.57
H -2.03177 2.61727 -4.41813 0.42
C 0.47271 0.95995 2.48632 0.57
C 0.33594 -0.09786 3.48654 1.89
C -0.83690 -0.88681 3.53050 -0.20
C -1.01536 -1.86783 4.50085 -1.28
C -0.04552 -2.06837 5.48804 -0.54
C 1.09587 -1.25793 5.50893 -1.03
C 1.28691 -0.29390 4.52136 -0.82
C 1.69460 1.70662 2.24511 -0.54
C 1.33917 2.96675 1.64735 0.32
C 2.30762 3.92084 1.36074 -0.20
C 3.64587 3.62923 1.65523 -0.74
C 3.99968 2.39680 2.22931 -1.25
C 3.03393 1.42808 2.52892 0.05
C -0.11109 3.02545 1.54630 -0.62
C -0.64554 1.82239 2.12314 1.97
C -2.00190 1.77305 2.45197 0.01
C -2.83355 2.82450 2.06065 -1.00
C -2.31218 3.95643 1.41637 -0.92
C -0.93925 4.07123 1.17230 -0.41
H -1.61170 -0.76739 2.77260 0.21
H -1.90876 -2.49273 4.47313 0.45
H -0.17563 -2.84568 6.24130 0.43
H 1.84362 -1.37681 6.29735 0.44
H 2.16600 0.34683 4.56157 0.65
H 1.99413 4.85706 0.89801 0.45
H 4.41897 4.37154 1.44975 0.44
H 5.04452 2.18828 2.46331 0.43
H 3.30393 0.46128 2.95467 0.72
H -2.40851 0.95184 3.03652 0.50
H -3.90209 2.74985 2.27037 0.42
H -2.98867 4.75771 1.12196 0.43
H -0.49902 4.94252 0.69078 0.47
```

Output
- Total charge: +1
- Max |F|: 0.06155 Eh/bohr
- Electronic energy: -1676.52780 Eh
- Relative energy (zero: lowest compared OMol25 entry of this formula, charge and spin): 27.74 kcal per mole
- HOMO energy: -10.68 eV



Here is a molecular structure, C42H36N8O5P2PbS3 from OMol25. Energies are from ωB97M-V/def2-TZVPD.

The geometry in XYZ format:
```
97
Properties=species:S:1:pos:R:3:mulliken_charge:R:1
Pb -1.54920 0.96190 -1.52957 2.06
C 1.84711 -4.16680 -2.38123 -0.91
N 0.93396 -3.33522 -1.62451 0.36
C 0.95569 -3.18151 -0.26581 -0.95
C 0.04679 -2.20183 0.02436 -0.46
N -0.51877 -1.74424 -1.12643 0.51
C 0.03028 -2.43315 -2.10200 -0.04
P -0.31421 -2.20521 -3.86861 -0.66
C -2.08648 -1.80101 -3.79556 -0.28
N -2.69317 -0.99099 -2.95339 0.63
C -4.02963 -1.07913 -3.20093 -0.76
C -4.24158 -1.96746 -4.21389 -0.79
N -3.00556 -2.42903 -4.58887 0.27
C -2.76736 -3.38214 -5.65075 -0.98
C 0.39250 -0.55724 -4.13357 0.31
N -0.19146 0.59526 -3.86826 -0.20
C 0.69899 1.56937 -4.22694 -0.92
C 1.82601 0.98718 -4.72971 -0.57
N 1.61661 -0.36451 -4.68239 0.40
C 2.59640 -1.38108 -5.00885 -0.84
H 1.95915 -5.12670 -1.87734 0.39
H 1.43734 -4.33847 -3.37496 0.32
H 2.81817 -3.67531 -2.46865 0.23
H 1.62090 -3.75626 0.35614 0.45
H -0.21770 -1.77897 0.97990 0.22
H -4.74204 -0.50977 -2.62936 0.51
H -5.14085 -2.29592 -4.70554 0.43
H -3.43737 -3.16700 -6.48206 0.37
H -1.74032 -3.29911 -5.99550 0.32
H -2.93873 -4.40439 -5.30866 0.28
H 0.47580 2.61087 -4.06773 0.65
H 2.75551 1.40355 -5.07769 0.46
H 3.27662 -0.98007 -5.75885 0.37
H 3.15697 -1.66994 -4.11775 0.23
H 2.09039 -2.25293 -5.42383 0.32
O -4.15427 -1.44252 0.28942 -0.82
C -3.40063 -0.76964 0.99417 -0.34
O -2.58588 0.13634 0.63930 -0.29
C -3.38853 -1.01492 2.50213 0.14
C -4.46230 -1.70301 3.05575 -0.67
C -4.55011 -1.90802 4.42336 -0.56
C -3.54068 -1.42976 5.24797 -0.70
C -2.45928 -0.75388 4.70122 -0.82
C -2.36415 -0.52604 3.32748 0.31
P -0.91562 0.32838 2.55836 2.21
C -1.44144 2.08028 2.48283 0.23
C -0.50743 3.00872 2.02555 0.22
C -0.84180 4.34817 1.88895 -0.55
C -2.12406 4.77390 2.20416 -0.68
C -3.06429 3.85578 2.64990 -0.74
C -2.72642 2.51707 2.78797 -0.57
C 0.20427 0.41523 4.03679 -0.24
C 0.36360 1.50313 4.89204 -0.30
C 1.27275 1.45856 5.94293 -0.63
C 2.03305 0.31960 6.16627 -0.52
C 1.88642 -0.77483 5.32229 -0.64
C 0.99136 -0.71645 4.26535 -0.08
H -5.22154 -2.06241 2.37321 0.50
H -5.40021 -2.43203 4.84522 0.35
H -3.59429 -1.57287 6.32139 0.42
H -1.68078 -0.39302 5.36272 0.40
H 0.47951 2.67060 1.72711 0.03
H -0.11688 5.04812 1.49263 0.34
H -2.39776 5.81172 2.06129 0.35
H -4.07531 4.17773 2.87037 0.35
H -3.47425 1.80534 3.11493 0.38
H -0.22694 2.39746 4.73272 0.40
H 1.38641 2.32124 6.58939 0.38
H 2.74218 0.28745 6.98506 0.33
H 2.48127 -1.66690 5.47945 0.38
H 0.90328 -1.56092 3.58869 0.29
O 1.16218 0.69052 -0.37612 0.43
C 2.19997 0.06258 -0.51289 -0.49
N 2.56086 -0.76822 -1.54351 0.43
C 3.76008 -1.32037 -1.24702 -0.57
O 4.38547 -2.14827 -1.91818 -0.87
C 4.26445 -0.79374 0.08259 0.02
C 5.42100 -1.01921 0.79784 -0.48
C 5.57517 -0.33233 2.00348 -0.61
C 4.59179 0.54097 2.46118 -0.83
C 3.42509 0.75476 1.72643 0.30
C 3.29291 0.07250 0.53679 0.39
H 6.17430 -1.70710 0.43293 0.49
H 6.47188 -0.47810 2.59511 0.37
H 4.73382 1.05997 3.40164 0.47
H 2.64737 1.42108 2.07862 0.43
S -6.10165 2.84335 -3.31700 -0.52
C -4.65753 2.33112 -2.73593 0.51
N -3.63288 1.93276 -2.34133 -1.27
C 3.08507 3.33767 -1.58652 -1.04
O 1.68884 3.26742 -1.81621 -0.02
C 0.89500 4.32323 -1.53040 0.15
S 1.54517 5.73474 -0.88768 -0.45
S -0.74830 3.98796 -1.77967 -0.30
H 3.46998 2.37273 -1.91716 0.15
H 3.30145 3.48789 -0.52788 0.38
H 3.53850 4.15573 -2.14869 0.39
```

Output
- Total charge: -2
- Max |F|: 0.01194 Eh/bohr
- Electronic energy: -4506.70334 Eh
- Relative energy (zero: lowest compared OMol25 entry of this formula, charge and spin): 0.00 kcal per mole
- HOMO energy: -2.26 eV



> Which of these has the lowest total charge?

C42H36N8O5P2PbS3